Computed, not measured: a structure of composition C7H17K3N2O13S2 in a non-equilibrium geometry, with ωB97M-V/def2-TZVPD.

XYZ file:
```
44
Properties=species:S:1:pos:R:3
K -3.57 2.91 -3.08
K 0.62 3.38 -3.04
K -1.53 4.17 0.29
S 2.78 3.73 1.13
S -3.75 -2.57 3.54
O -1.22 1.87 -1.54
O 1.24 3.25 1.56
O 2.97 3.76 -0.33
O -3.90 -3.54 4.64
O 0.41 -2.83 -0.76
O -4.95 -1.82 3.24
O -2.52 -1.55 3.89
O 0.53 -1.66 -3.69
O -2.97 -3.10 2.19
O 3.26 4.86 1.91
O 1.26 0.41 -3.48
O 3.51 2.32 1.69
O 1.38 -1.55 0.65
N 0.50 -0.47 -3.93
N 1.40 -2.24 -0.35
C 2.62 1.27 1.89
C -1.10 0.61 -0.94
C -1.98 -2.20 1.66
C -1.97 -1.02 2.69
C 1.27 1.93 2.12
C -0.50 -0.02 -4.92
C 2.65 -2.45 -1.11
H 2.99 0.52 2.59
H -0.95 -0.69 2.88
H -2.37 -1.87 0.70
H 3.08 -3.35 -0.69
H 2.57 -2.46 -2.20
H 2.46 0.80 0.92
H -2.59 -0.31 2.15
H -0.98 -0.90 -5.37
H 1.13 1.95 3.20
H -1.50 0.53 0.08
H -0.09 0.21 -0.83
H -1.55 -0.18 -1.55
H -0.16 0.60 -5.75
H -1.26 0.56 -4.40
H 0.44 1.44 1.62
H 3.33 -1.67 -0.77
H -1.01 -2.66 1.47
```

Results
**Kohn-Sham gap**: 6.83 eV
**Largest force on an atom**: 4.07 eV/Å
**Total charge**: +2
**Energy above the lowest of the compared OMol25 structures with the same formula, charge and spin**: 0.00 kJ/mol
**Calculated total energy**: -107756.00623 eV



Computed, not measured: a cluster of 2 separate species, C7H17N in total in a non-equilibrium geometry, with ωB97M-V/def2-TZVPD.

XYZ file:
```
25
Properties=species:S:1:pos:R:3
N 0.75 1.52 -2.24
C 0.77 -0.08 -0.33
C 1.35 0.34 -1.68
C 1.25 -0.63 -2.93
C 0.40 2.59 -1.37
C -0.37 -0.52 2.36
C -1.43 -1.52 2.06
C -2.43 -1.50 3.58
H 1.14 -1.03 0.06
H 1.25 3.15 -0.95
H -3.35 -2.11 3.59
H 0.48 -0.91 2.87
H 1.86 -1.55 -2.87
H 1.29 -0.07 -3.87
H 0.77 0.74 0.45
H -2.43 -0.43 3.74
H -1.56 -1.88 4.13
H -2.13 -1.55 1.20
H -0.76 0.47 2.49
H -0.19 3.32 -2.02
H -0.37 2.39 -0.58
H 0.26 -0.99 -2.91
H 2.47 0.54 -1.52
H -1.05 -2.56 1.94
H -0.31 -0.23 -0.36
```

Results
**Kohn-Sham gap (alpha / beta)**: 4.43 / 3.85 eV
**Largest force on an atom**: 4.04 eV/Å
**Total charge**: -1
**Energy above the lowest of the compared OMol25 structures with the same formula, charge and spin**: 373.39 kJ/mol
**2S+1**: 2
**Calculated total energy**: -9019.53360 eV



Computed, not measured: the ion C7H17N2O with charge +1 in a non-equilibrium geometry, with ωB97M-V/def2-TZVPD.

XYZ file:
```
27
Properties=species:S:1:pos:R:3
O -1.09 -0.18 -1.59
N 1.51 1.06 -1.12
N -1.43 -0.16 0.62
C 0.98 0.32 0.09
C -1.83 -0.56 -0.68
C -2.03 -0.43 1.83
C 2.60 0.17 -1.71
C 2.00 0.67 1.15
C -2.78 -1.69 -0.81
C -0.40 0.82 0.61
H -2.99 -0.84 1.79
H -1.44 -1.12 2.37
H -2.41 -2.64 -0.21
H -1.91 0.34 2.60
H 0.78 1.03 -1.85
H -0.70 1.65 -0.12
H -0.18 1.35 1.46
H 1.61 0.41 2.28
H -3.92 -1.48 -0.59
H 2.04 -0.80 -1.87
H 0.90 -0.74 -0.19
H 2.96 0.73 -2.54
H 1.69 2.02 -0.87
H 2.36 1.74 1.11
H -2.60 -2.01 -1.90
H 3.00 0.14 1.03
H 3.30 0.20 -0.90
```

Results
**Kohn-Sham gap**: 10.03 eV
**SMILES string**: C[NH2+][C@@H](C)CN(C)C(C)=O
**Largest force on an atom**: 4.70 eV/Å
**Total charge**: +1
**Energy above the lowest of the compared OMol25 structures with the same formula, charge and spin**: 216.67 kJ/mol
**Calculated total energy**: -12554.60683 eV



Computed, not measured: a cluster of 2 separate species, C7H17N2O3SSi in total in a non-equilibrium geometry, with ωB97M-V/def2-TZVPD.

XYZ file:
```
31
Properties=species:S:1:pos:R:3
S 0.88 -2.67 -3.95
Si -0.09 -0.44 0.85
O 0.75 -1.07 2.09
O -0.61 -1.31 -0.42
O -0.98 0.74 1.28
N 0.05 1.83 -1.47
N 1.74 -0.41 -1.10
C 1.41 0.35 -0.18
C 0.73 2.37 -2.70
C -1.72 -2.23 -0.55
C 0.84 -1.38 -3.06
C -0.89 1.32 2.53
C 1.68 -1.39 -1.89
C 1.50 -2.26 2.40
H 0.35 -0.40 -3.39
H -0.49 2.39 2.45
H 2.12 -2.69 1.52
H 0.10 3.02 -3.35
H -2.60 -1.64 -0.78
H -0.24 2.66 -0.95
H 1.23 1.43 -3.18
H 1.91 1.24 0.15
H -1.50 -2.98 -1.35
H -2.01 -2.71 0.42
H 2.18 -2.05 3.19
H 0.65 -3.04 2.69
H 2.40 -2.16 -1.70
H -0.79 1.36 -1.73
H -0.25 0.73 3.23
H 1.52 3.10 -2.32
H -1.98 1.32 3.02
```

Results
**Kohn-Sham gap**: 7.74 eV
**Largest force on an atom**: 4.35 eV/Å
**Total charge**: +1
**Energy above the lowest of the compared OMol25 structures with the same formula, charge and spin**: 119.59 kJ/mol
**Calculated total energy**: -35363.15259 eV



Computed, not measured: a cluster of 2 separate species, C7H17N2PS in total in a non-equilibrium geometry, with ωB97M-V/def2-TZVPD.

XYZ file:
```
28
Properties=species:S:1:pos:R:3
S -3.47 -2.46 -0.68
P -3.33 -0.71 0.13
N -4.57 0.25 0.32
N -1.65 1.14 -2.66
C 2.30 0.23 0.78
C 1.71 -0.39 2.05
C -0.76 -0.72 1.23
C 0.20 -0.07 2.25
C 1.84 -0.42 -0.53
C 2.62 0.15 -1.78
C -1.84 -0.02 0.80
H 0.82 -0.33 -0.70
H 3.68 0.17 -1.65
H -1.80 2.19 -2.59
H -0.25 -0.33 3.27
H 3.37 0.17 1.03
H 1.88 -1.52 -0.58
H -0.63 -1.69 0.85
H -2.14 0.92 1.31
H -5.50 -0.07 0.12
H -2.52 0.61 -2.46
H 0.11 1.07 2.14
H 2.51 1.29 -1.91
H 2.08 1.32 0.74
H 2.27 0.05 2.81
H 1.92 -1.52 1.95
H -1.32 1.26 -3.68
H 2.48 -0.56 -2.57
```

Results
**Kohn-Sham gap**: 8.71 eV
**SMILES string**: [H]/N=P(=S)/C=C/CCCCC.N
**Largest force on an atom**: 3.24 eV/Å
**Energy above the lowest of the compared OMol25 structures with the same formula, charge and spin**: 199.91 kJ/mol
**Calculated total energy**: -30637.24669 eV



Computed, not measured: a cluster of 2 separate species, C7H17N2S in total, with ωB97M-V/def2-TZVPD.

XYZ file:
```
27
Properties=species:S:1:pos:R:3
S -1.41 0.31 -2.34
N 1.72 2.59 1.73
N -1.25 -1.26 -1.80
C -2.35 -1.86 -0.99
C 0.96 1.01 -1.09
C -0.83 -1.50 1.06
C 2.74 2.12 1.94
C 4.04 1.50 2.19
C -0.52 1.39 -1.19
C -2.25 -1.58 0.50
H 4.53 2.01 3.02
H -2.65 0.56 -1.88
H -2.76 -2.41 1.00
H 4.67 1.58 1.31
H -1.04 1.40 -0.24
H 1.59 1.78 -1.53
H 1.19 0.06 -1.58
H -0.30 -2.44 0.91
H 1.23 0.92 -0.04
H -2.28 -2.92 -1.20
H 3.90 0.45 2.45
H -0.66 2.36 -1.67
H -0.23 -0.73 0.57
H -1.03 -1.82 -2.62
H -0.85 -1.29 2.12
H -3.31 -1.53 -1.40
H -2.84 -0.70 0.77
```

Results
**Kohn-Sham gap**: 11.06 eV
**Largest force on an atom**: 0.52 eV/Å
**Total charge**: +1
**Energy above the lowest of the compared OMol25 structures with the same formula, charge and spin**: 179.83 kJ/mol
**Calculated total energy**: -21342.33940 eV



Computed, not measured: a cluster of 2 separate species, C7H17N2S in total in a non-equilibrium geometry, with ωB97M-V/def2-TZVPD.

XYZ file:
```
27
Properties=species:S:1:pos:R:3
S 3.26 0.27 0.87
N -0.85 -1.23 0.81
N -2.18 0.49 -0.16
C 0.52 -1.70 0.89
C -3.56 0.12 -0.31
C -1.73 -1.25 1.95
C -1.13 -0.30 -0.11
C -1.92 1.83 -0.62
C 3.54 0.70 -1.67
C 4.47 0.49 -0.41
H 3.60 1.64 -2.21
H -1.85 -0.21 2.36
H -3.87 0.42 -1.32
H -1.08 2.27 -0.13
H -1.54 -2.02 2.61
H 0.87 -2.75 0.61
H -1.64 1.93 -1.71
H -3.77 -1.01 -0.15
H 3.85 -0.06 -2.42
H 2.41 0.55 -1.48
H -2.73 -1.58 1.38
H 5.08 -0.48 -0.64
H 1.03 -1.58 1.84
H 1.13 -1.22 0.16
H 5.01 1.49 -0.18
H -2.80 2.43 -0.47
H -4.11 0.76 0.49
```

Results
**Kohn-Sham gap (alpha / beta)**: 6.09 / 7.12 eV
**Largest force on an atom**: 5.33 eV/Å
**Total charge**: +1
**Energy above the lowest of the compared OMol25 structures with the same formula, charge and spin**: 603.58 kJ/mol
**Calculated total energy**: -21337.94751 eV



Computed, not measured: a cluster of 2 separate species, C7H17NO in total, with ωB97M-V/def2-TZVPD.

XYZ file:
```
26
Properties=species:S:1:pos:R:3
O -0.25 1.96 1.51
N 0.74 -3.22 -0.97
C 0.02 2.51 -0.80
C -0.59 -1.35 -0.20
C 1.47 2.08 -0.68
C 0.70 -2.13 -0.01
C -2.26 2.40 0.30
C -0.77 2.26 0.46
C 0.84 -2.58 1.45
H 0.01 -3.23 1.72
H 0.84 -1.73 2.12
H -2.51 3.26 -0.30
H 1.94 2.56 0.17
H -0.47 2.00 -1.63
H 1.60 -3.75 -0.87
H -2.74 2.47 1.27
H 2.03 2.34 -1.58
H 1.53 1.00 -0.54
H -2.64 1.51 -0.21
H -0.61 -0.48 0.45
H -0.03 -3.86 -0.79
H -0.04 3.59 -1.01
H 1.55 -1.48 -0.25
H 1.77 -3.13 1.60
H -0.68 -1.03 -1.24
H -1.45 -1.98 0.03
```

Results
**Kohn-Sham gap**: 10.17 eV
**SMILES string**: CCC(C)=O.CC(C)N
**Largest force on an atom**: 0.61 eV/Å
**Energy above the lowest of the compared OMol25 structures with the same formula, charge and spin**: 64.64 kJ/mol
**Calculated total energy**: -11072.46837 eV